No. 1
The following is a DFT calculation (wB97M-V/def2-TZVPD) of a molecular structure, C22H36ClN3Pd in a non-equilibrium geometry.

Output
E_HOMO (alpha / beta) (Eh): 0.115 / -0.080
Multiplicity: 5
<S²>: 6.0151
Charge: -2

```
63
Properties=species:S:1:pos:R:3:forces:R:3
Pd 0.42536 -0.95642 1.83371 -2.963 2.021 -0.823
Cl -0.83467 0.94819 1.22262 -0.728 0.529 0.230
C 1.47461 -1.44432 0.23975 -0.002 0.430 -0.182
C 1.44567 -1.28033 -1.15209 1.224 -1.698 0.551
C 2.28377 -2.19939 -1.83297 -0.562 0.794 -0.242
C 3.08621 -3.13821 -1.19271 -0.349 0.187 -0.030
C 3.03394 -3.21470 0.17848 0.068 0.152 0.924
C 2.24569 -2.35922 0.93645 0.895 -0.860 -1.241
H 0.82273 -0.55381 -1.68779 0.073 -0.324 0.277
H 2.28246 -2.19141 -2.91187 0.093 0.120 -0.369
H 3.62854 -3.94283 0.68746 0.482 -0.520 0.246
H 2.21679 -2.41078 2.03406 0.300 -0.174 -0.590
C 3.99376 -4.08285 -1.90913 0.101 -0.277 -0.293
H 4.69770 -4.51402 -1.20139 0.149 -0.049 0.050
H 4.56906 -3.60142 -2.69483 0.058 0.127 -0.170
H 3.46120 -4.92092 -2.36090 -0.134 -0.035 -0.117
C -1.91233 2.92537 -2.66814 -0.292 -0.362 0.599
N -0.69391 2.29605 -2.38417 -0.394 1.081 -1.044
H -3.90193 1.92771 -2.93261 0.689 0.286 0.177
N -2.15007 0.73308 -2.49404 -0.757 0.562 -1.101
H -1.97957 3.99927 -2.69653 -0.371 -0.133 -0.185
C 0.47441 3.06013 -1.79892 -1.051 -0.052 -0.997
C 1.14615 3.79766 -2.95063 0.337 0.209 0.306
C -0.11183 4.05744 -0.78262 0.224 -0.098 -0.020
H 0.45774 4.50384 -3.43534 0.139 -0.243 0.056
H 1.98430 4.36721 -2.53466 0.039 0.055 -0.216
H 1.53261 3.08775 -3.68731 -0.065 0.088 0.024
H 2.23631 2.76935 -0.65781 0.020 -0.319 -0.209
H 1.70843 1.27625 -1.57062 0.250 0.198 -0.020
H -0.60557 3.49486 0.02037 -0.058 0.204 -0.221
C 1.39592 2.15183 -1.00777 -0.248 0.189 0.038
H -0.79777 4.78664 -1.22706 0.189 -0.121 0.142
H 0.73752 4.58995 -0.33987 -0.150 0.081 -0.021
H 0.82802 1.82746 -0.13002 0.388 -0.217 -0.232
C -2.81955 1.92067 -2.75659 -1.118 0.854 0.553
C -3.72723 0.10108 -0.71786 0.179 -0.280 0.060
H -4.53064 0.78572 -0.99924 0.147 -0.039 -0.026
H -4.16293 -0.77260 -0.21804 -0.150 0.144 -0.041
C -2.91089 -0.44377 -1.91174 -0.099 1.479 -0.828
H -2.70471 -2.35018 -1.09975 0.356 -0.070 0.018
C -3.83972 -0.88482 -3.03226 -0.315 -0.792 0.106
H -3.28821 -1.12322 -3.94548 0.021 0.033 0.088
H -3.04281 0.56322 0.00768 -0.273 0.049 -0.283
H -1.63529 -1.11809 -0.36824 0.224 -0.288 -0.225
H -4.60174 -0.12950 -3.26954 0.279 -0.126 0.058
H -4.36772 -1.78810 -2.71189 -0.121 0.004 -0.115
C -2.02278 -1.51701 -1.31176 -0.239 0.216 -0.225
H -1.20871 -1.82693 -1.95855 0.041 -0.090 -0.076
C -0.83658 0.98077 -2.60027 2.296 -2.236 3.340
C -0.85000 -0.00480 4.74445 -0.415 0.042 0.230
C 0.49771 -0.64992 4.85127 0.954 -1.051 -2.408
C 1.61278 0.36553 5.03722 0.208 -0.110 0.659
C 0.53085 -1.99916 5.54719 0.130 -0.017 0.535
N 0.99197 -1.15615 3.56632 0.592 -0.580 0.650
H -1.22825 0.38674 5.68855 -0.008 -0.063 0.287
H -1.56182 -0.72786 4.34921 -0.179 0.070 -0.054
H -0.76751 0.82543 4.05783 -0.211 0.163 -0.322
H 1.77331 0.62686 6.06497 0.290 0.262 0.803
H 2.51128 -0.03312 4.56490 0.182 0.008 0.444
H 1.36864 1.25813 4.48189 -0.216 0.307 -0.156
H -0.30955 -2.61724 5.22894 -0.276 0.270 0.115
H 1.39466 -2.55881 5.19090 0.248 0.187 0.336
H 0.55419 -1.90226 6.60877 -0.125 -0.176 1.177
```
Positions in Å, forces in eV/Å.


No. 2
The following is a DFT calculation (wB97M-V/def2-TZVPD) of a molecular structure, C22H36ClN5OPdS in a non-equilibrium geometry.

Output
E_HOMO (alpha / beta) (Eh): -0.723 / -0.752
Multiplicity: 5
<S²>: 6.0311
Charge: +4

```
67
Properties=species:S:1:pos:R:3:forces:R:3
Pd 0.18830 0.20030 1.01320 1.052 0.070 0.112
C 2.42830 1.93750 -0.24540 0.370 -0.524 -0.473
C 2.50550 0.46960 -0.68690 0.154 0.467 -0.310
N 2.27150 -0.47230 0.42460 -1.005 -0.119 -0.158
C 3.27900 -0.53670 1.49890 0.175 0.122 0.401
C 3.07400 0.50230 2.60480 -0.056 -0.165 0.069
S 1.32550 0.59640 3.15980 -0.130 0.335 -0.658
C 0.93390 2.38290 3.01480 0.098 0.116 0.087
C 1.37150 3.06880 1.71010 -0.056 0.109 0.646
N 1.19150 2.22800 0.51140 -0.852 -0.586 -0.184
H 2.49340 2.56460 -1.14110 -0.011 -0.043 0.163
H 3.30010 2.17420 0.36400 -0.142 0.089 0.003
H 3.48900 0.30130 -1.14440 -0.129 -0.031 0.024
H 1.74300 0.26860 -1.45430 0.224 -0.011 0.164
H 2.18310 -1.40990 0.02430 0.039 0.262 0.098
H 4.28550 -0.39430 1.08200 -0.139 -0.098 0.055
H 3.24030 -1.53800 1.93880 -0.019 0.140 -0.142
H 3.39560 1.49800 2.31670 -0.041 0.020 0.032
H 3.65740 0.21260 3.48190 -0.043 0.035 -0.047
H 1.38960 2.89600 3.86700 -0.090 -0.066 -0.024
H -0.15350 2.42740 3.14640 0.190 -0.058 0.021
H 2.41710 3.37840 1.78670 -0.153 -0.044 -0.091
H 0.78480 3.98910 1.62550 0.110 -0.110 -0.055
H 0.49760 2.64780 -0.11030 0.363 0.014 0.183
C -6.21510 -3.12640 -1.46230 0.253 -0.145 0.341
C -7.06210 -1.90600 -1.12650 -1.023 -0.661 -2.350
C -8.54120 -2.26750 -1.13690 -0.043 -0.020 0.220
C -6.78320 -0.76470 -2.06860 0.185 0.264 0.360
C -6.65810 -1.52450 0.49130 0.807 0.315 2.652
O -7.25250 -2.49730 1.24690 0.604 0.293 -0.729
C -7.25100 -0.13640 0.87180 -0.506 0.338 -0.153
C -6.55880 1.14990 0.40860 0.277 -0.184 -0.232
C -7.45830 2.33220 0.22810 -0.196 0.143 0.015
C -8.57700 2.56420 1.05200 -0.304 0.409 0.067
C -9.33730 3.69880 0.90500 -0.132 -0.502 0.495
C -9.00980 4.65960 -0.08590 -0.383 0.575 -0.080
Cl -9.91620 6.06660 -0.24530 0.464 -0.784 0.090
C -7.90100 4.41930 -0.93410 0.541 -0.234 -0.336
C -7.14810 3.28480 -0.76840 -0.178 0.462 -0.211
C -5.16610 -1.75770 0.88880 -0.379 -1.071 0.159
N -4.07090 -0.87470 0.54950 0.820 0.297 0.440
C -2.90140 -0.85120 1.20550 0.081 0.192 -0.084
N -2.06760 -0.01220 0.59660 0.328 -0.190 0.272
C -2.79060 0.44890 -0.45840 -0.184 -0.153 0.122
N -3.99430 -0.06000 -0.50240 -0.219 0.260 -0.912
H -6.62100 -3.55220 -2.38400 -0.137 0.143 -0.067
H -6.28470 -3.90720 -0.70770 0.027 -0.038 -0.003
H -5.17940 -2.86770 -1.66240 0.130 -0.008 0.014
H -8.84180 -2.41300 -2.17680 0.098 0.012 -0.032
H -9.20030 -1.48650 -0.75860 -0.014 0.049 0.035
H -8.73340 -3.20050 -0.60860 -0.055 -0.039 -0.047
H -6.88930 -1.15520 -3.08450 -0.072 -0.240 -0.039
H -5.76190 -0.39840 -2.00220 -0.003 0.041 -0.029
H -7.50500 0.04420 -1.98980 -0.047 0.103 0.066
H -8.21820 -2.43030 1.30140 -0.233 0.127 -0.048
H -7.26570 -0.15800 1.96910 -0.067 -0.123 -0.168
H -8.28500 -0.11840 0.52850 -0.073 -0.101 0.095
H -6.00250 0.98700 -0.51410 -0.104 0.154 0.182
H -5.81720 1.44700 1.15840 0.090 0.013 -0.017
H -8.83670 1.86920 1.83740 -0.048 -0.045 0.031
H -10.18350 3.87140 1.55380 -0.083 0.079 0.029
H -7.65890 5.13040 -1.70980 -0.008 0.099 -0.038
H -6.30420 3.11860 -1.42450 0.020 -0.014 -0.013
H -4.91310 -2.76960 0.55230 -0.017 0.245 0.097
H -5.18850 -1.80550 1.98410 -0.028 0.071 -0.207
H -2.67240 -1.43470 2.07880 -0.095 -0.092 0.153
H -2.42870 1.15420 -1.18550 -0.006 0.038 -0.055
```
Positions in Å, forces in eV/Å.


No. 3
The following is a DFT calculation (wB97M-V/def2-TZVPD) of 8 unconnected molecules or ions with the total composition C22H36F6O20PS3 in a non-equilibrium geometry.

Output
E_HOMO (Eh): -0.295
ΔE to the lowest compared entry with this formula, charge and spin (kcal/mol): 0.0
Charge: -1

```
88
Properties=species:S:1:pos:R:3:forces:R:3
P 0.84278 0.47518 -0.45823 0.976 1.771 0.168
F 0.40120 1.39835 0.80168 -0.540 -0.265 0.282
F -0.51745 -0.36877 -0.39551 -0.295 -0.157 0.683
F 0.08835 1.58297 -1.43978 0.031 -1.072 -0.228
F 1.29969 -0.47119 -1.68699 0.143 0.478 -0.402
F 2.16137 1.43307 -0.61019 0.053 -0.761 -0.131
F 1.64514 -0.49082 0.56267 -0.531 -0.031 -0.284
O -2.44757 2.70201 6.18576 -0.582 -0.156 -0.159
C -2.28405 3.14929 5.08723 0.748 0.566 0.475
O -1.30677 2.66918 4.29208 0.655 -0.977 -0.232
C -1.00991 3.50279 3.15469 -1.669 0.408 0.299
C -2.34337 4.25724 2.99618 0.032 0.649 1.011
C -2.86895 4.38503 4.43725 0.531 -0.447 -0.559
H -0.81757 2.90332 2.26929 0.466 -0.192 0.242
H -0.18350 4.15623 3.43312 0.087 -0.052 -0.244
H -3.08714 3.62765 2.50926 0.242 0.317 -0.742
H -2.22663 5.27378 2.62310 -0.159 -0.331 -0.776
H -3.95290 4.42303 4.45457 0.001 0.115 0.416
H -2.40009 5.23630 4.93477 -0.320 0.072 0.163
O 1.85183 6.54459 -2.62722 -0.621 -0.656 0.166
C 0.92642 5.90728 -2.18245 1.884 -0.252 0.209
O -0.27014 6.45444 -2.02383 -1.178 0.611 -0.353
C -1.20828 5.54567 -1.42789 0.037 0.047 -0.406
C -0.34284 4.52852 -0.70625 -0.260 0.329 0.087
C 0.91055 4.48018 -1.61524 -0.819 0.220 0.509
H -1.80064 5.03109 -2.19179 0.139 0.212 -0.258
H -1.89440 6.18360 -0.87399 0.084 -0.262 0.421
H -0.90383 3.60549 -0.58493 0.399 -0.216 0.008
H -0.08181 4.92577 0.27836 0.131 -0.145 0.008
H 0.78845 3.75556 -2.41938 0.031 0.041 -0.049
H 1.78792 4.21749 -1.03277 0.235 0.144 -0.310
O 3.84671 -2.68724 3.95244 0.248 -0.254 0.079
C 2.76284 -3.04630 3.60941 -0.598 0.147 0.494
O 2.32722 -2.94241 2.34266 0.314 0.357 -0.830
C 0.90665 -3.08384 2.19797 0.231 -0.165 1.259
C 0.40094 -3.15966 3.65758 -0.539 -0.788 -0.791
C 1.61415 -3.62380 4.43129 0.137 0.116 0.317
H 0.70524 -4.00097 1.64764 -0.093 0.102 -0.164
H 0.52095 -2.18997 1.71912 0.104 -0.173 -0.433
H -0.37769 -3.91931 3.74050 -0.325 0.379 0.011
H 0.02140 -2.17143 3.90964 0.090 -0.093 0.523
H 1.70778 -4.71330 4.42242 -0.030 -0.015 -0.285
H 1.58586 -3.36926 5.48866 0.371 0.393 -0.109
O -0.13644 -5.54545 -1.72020 0.075 -0.419 0.112
C -0.84540 -4.63971 -2.04396 -0.239 0.429 -0.137
O -0.67718 -3.39924 -1.53899 -0.343 0.007 -0.029
C -1.62009 -2.44744 -2.13674 0.656 -1.029 0.264
C -2.66766 -3.32789 -2.80680 -0.791 0.771 -0.244
C -1.96197 -4.63646 -3.09399 0.617 1.012 0.672
H -1.02504 -1.89071 -2.85891 -0.182 0.273 0.031
H -1.96670 -1.81011 -1.33513 -0.087 0.105 -0.108
H -3.02576 -2.79003 -3.68719 -0.013 -0.295 -0.150
H -3.55964 -3.50527 -2.20363 0.208 0.139 0.324
H -1.41871 -4.52216 -4.03415 -0.268 -0.714 -0.243
H -2.62693 -5.48262 -2.97836 0.320 -0.333 -0.472
C -2.81494 -0.83286 2.68161 -1.017 -1.102 0.017
C -3.51613 0.53087 2.82697 1.112 0.131 1.008
O -4.81073 0.40865 2.27867 -0.667 -0.457 -0.177
S -5.32967 -1.12822 2.39545 1.385 0.643 -0.560
O -6.13143 -1.41066 1.25179 0.370 0.001 0.647
O -5.81162 -1.36670 3.71820 0.308 -0.052 -0.478
O -3.83848 -1.74419 2.18124 -1.590 0.224 -0.197
H -2.59981 -1.28547 3.64710 0.769 0.505 0.044
H -2.02276 -0.91245 1.94297 0.216 0.325 0.217
H -2.95236 1.34540 2.37820 -0.288 -0.148 -0.611
H -3.53428 0.78299 3.89028 -0.456 -0.082 0.029
C 2.72020 -4.22407 -2.13532 0.226 0.692 -0.684
C 2.65555 -3.71548 -0.70066 -0.795 0.520 0.127
O 3.90819 -4.01801 -0.09554 0.932 0.084 -0.171
S 4.86758 -4.87383 -1.05537 -0.108 0.438 0.065
O 4.64193 -6.24911 -0.73525 0.227 0.237 -0.376
O 6.20846 -4.35082 -1.07000 -1.560 -0.407 -0.088
O 4.10770 -4.47714 -2.43522 0.906 -0.612 1.214
H 2.54150 -3.37318 -2.79239 -0.711 -0.331 -0.138
H 2.10326 -5.09293 -2.33974 0.065 -0.019 -0.003
H 1.83531 -4.10879 -0.10602 0.203 -0.670 -0.201
H 2.44062 -2.64491 -0.70717 0.715 0.113 0.174
C 2.17164 1.27130 -4.90947 0.059 1.454 0.765
C 2.93222 1.78137 -3.66650 -0.427 -2.346 0.983
O 3.41745 3.08926 -3.85914 -0.682 0.969 -1.808
S 3.11789 3.55500 -5.40984 -0.436 -1.086 1.093
O 4.33253 3.93715 -6.02506 0.012 0.333 -0.093
O 1.95260 4.39201 -5.45230 0.835 -0.817 0.034
O 2.80084 2.05121 -5.93500 -0.364 0.569 -0.648
H 1.10868 1.50123 -4.79264 0.021 0.320 -0.360
H 2.21778 0.20790 -5.11755 0.650 0.045 -0.078
H 3.78572 1.13614 -3.45142 0.062 0.078 -0.056
H 2.24818 1.69861 -2.82571 0.230 0.489 0.205
```
Positions in Å, forces in eV/Å.


No. 4
The following is a DFT calculation (wB97M-V/def2-TZVPD) of C22H36N4OS in the gas phase in a non-equilibrium geometry.

Output
E_HOMO (Eh): -0.306
SMILES string: CCCCn1c(CNC(=O)[C@]23C[C@H]4C[C@H](C[C@H](C4)C2)C3)nnc1S[C@@H](C)CC
ΔE to the lowest compared entry with this formula, charge and spin (kcal/mol): 5.1

```
64
Properties=species:S:1:pos:R:3:forces:R:3
C -4.14144 5.48948 1.07486 -0.024 -0.127 -0.218
C -3.63243 4.47246 0.06136 0.172 0.035 0.265
C -2.29843 3.87103 0.49324 -0.196 -0.078 -0.367
C -1.78513 2.85956 -0.53272 -0.429 0.350 0.172
N -0.52524 2.29646 -0.13225 0.806 -0.324 0.129
C -0.27502 1.22199 0.67664 0.094 0.086 -0.159
C -1.30614 0.35579 1.31259 -0.261 -0.043 0.076
N -0.80846 -0.99372 1.44057 0.161 0.318 0.265
C -1.29362 -1.98264 0.65142 0.168 -0.234 0.252
O -2.28993 -1.82427 -0.02898 -0.245 -0.014 -0.286
C -0.56084 -3.32248 0.68982 -0.229 0.244 -0.141
C 0.63590 -3.38562 1.63941 0.016 -0.124 -0.014
C 1.26916 -4.77863 1.56838 0.242 -0.021 0.182
C 0.24549 -5.83729 1.97410 -0.013 0.024 -0.036
C -0.94529 -5.77834 1.01902 -0.148 -0.177 0.113
C -0.47247 -6.04875 -0.40827 0.006 0.045 0.023
C 0.55642 -4.99298 -0.80906 0.123 -0.039 -0.234
C 1.74891 -5.05212 0.14399 -0.041 0.007 0.000
C -0.07942 -3.60682 -0.74134 -0.009 -0.103 -0.065
C -1.58393 -4.39428 1.09344 -0.028 -0.074 -0.063
N 1.01017 1.05110 0.80832 -0.622 -0.842 0.628
N 1.64157 2.00772 0.10659 0.388 0.640 -0.427
C 0.72595 2.75401 -0.45023 -0.030 -0.075 0.056
S 0.94022 4.14673 -1.46232 -0.104 0.498 -0.298
C 2.76709 4.24592 -1.64224 -0.175 -0.283 0.286
C 3.40814 4.52245 -0.29396 0.015 0.090 0.019
C 3.33037 3.00317 -2.31820 -0.109 -0.007 -0.263
C 2.77975 2.78922 -3.72219 0.118 -0.064 0.170
H -5.09093 5.90754 0.75044 -0.094 0.094 0.049
H -3.42884 6.30310 1.18873 0.048 0.112 0.055
H -4.28631 5.02210 2.04632 -0.027 -0.004 0.126
H -3.50954 4.95630 -0.90966 -0.043 -0.039 -0.089
H -4.36815 3.67361 -0.05463 -0.032 -0.024 -0.098
H -2.41370 3.37697 1.46107 0.053 0.001 0.055
H -1.55760 4.66580 0.60555 0.059 -0.013 0.073
H -1.63722 3.35346 -1.49765 -0.094 -0.151 0.031
H -2.50559 2.04650 -0.65990 0.076 0.084 -0.095
H -2.21102 0.30803 0.69906 0.102 0.027 0.166
H -1.56581 0.74947 2.30401 -0.052 -0.021 -0.171
H 0.11362 -1.06841 1.83888 0.000 -0.149 -0.077
H 0.31581 -3.18771 2.66578 0.007 0.070 0.051
H 1.38928 -2.64539 1.35583 0.026 0.093 0.027
H 2.12355 -4.81570 2.25425 -0.068 0.022 -0.049
H 0.70381 -6.82825 1.93938 0.027 -0.052 0.042
H -0.08952 -5.65927 2.99874 -0.006 -0.029 0.068
H -1.68539 -6.53279 1.30863 0.036 0.057 -0.016
H -1.32288 -6.01631 -1.09251 -0.042 -0.043 -0.053
H -0.02774 -7.04472 -0.47105 -0.005 -0.060 -0.029
H 0.89619 -5.18305 -1.83340 -0.025 0.023 0.061
H 2.49559 -4.30952 -0.14672 0.070 0.009 -0.023
H 2.21865 -6.03702 0.09326 0.063 -0.033 -0.005
H -0.93037 -3.54425 -1.42205 -0.008 0.048 0.002
H 0.64727 -2.84592 -1.03897 0.020 0.057 -0.038
H -2.44392 -4.33279 0.42453 -0.017 0.039 0.021
H -1.93467 -4.19750 2.11000 -0.050 0.020 0.052
H 2.87414 5.11398 -2.30151 -0.067 -0.047 0.010
H 2.96163 5.39835 0.17242 0.018 0.056 0.053
H 4.47308 4.70349 -0.42457 0.142 0.019 -0.018
H 3.27366 3.66245 0.35794 0.069 0.053 0.025
H 4.41586 3.12010 -2.36781 0.050 0.002 0.062
H 3.11534 2.13729 -1.68983 0.151 0.090 -0.032
H 3.00352 3.64422 -4.35789 0.000 0.069 -0.131
H 3.22258 1.90241 -4.16826 0.023 -0.063 -0.113
H 1.70034 2.65590 -3.69725 -0.057 -0.026 -0.055
```
Positions in Å, forces in eV/Å.